Record 1
The molecule C2H6N6. Source: the OMol25 dataset; level of theory: ωB97M-V with the def2-TZVPD basis set.

CARTESIAN COORDINATES (ANGSTROEM)
N 2.715 0.042 -0.026
C 1.479 -0.059 -0.100
N 0.591 -1.027 -0.398
N -0.588 -0.956 0.515
C -1.410 0.100 -0.010
N -2.686 -0.236 -0.183
N -0.539 1.219 -0.124
N 0.685 1.103 0.352
H 3.132 -0.831 -0.080
H 0.970 -2.002 -0.260
H -1.081 -1.953 0.745
H -3.435 0.555 -0.234
H -1.081 2.109 -0.096
H 1.246 1.934 -0.100

Values from the calculation:
**Energy above the lowest of the compared OMol25 structures with the same formula, charge and spin**: 227.8 kJ/mol
**Charge**: 0
**SMILES**: N=C1NNC(=N)NN1

These are the Mulliken partial charges, in e, on atoms 1 to 8: N -0.60; C 0.28; N -0.27; N -0.34; C 0.29; N -0.65; N -0.10; N -0.30

=====

Record 2
A structure of composition C19H43AlO9P. Source: the OMol25 dataset; level of theory: ωB97M-V with the def2-TZVPD basis set.

CARTESIAN COORDINATES (ANGSTROEM)
O 5.090 2.679 -0.620
C 4.861 4.076 -1.054
C 3.764 4.201 -2.291
C 2.268 3.825 -1.702
C 1.808 2.271 -1.971
Al -0.037 2.010 -1.058
O -0.053 2.970 0.585
P -1.643 2.970 -2.509
O -1.457 4.706 -2.542
O -3.171 2.728 -1.637
H 5.170 2.095 -1.449
H 4.375 4.653 -0.141
H 5.874 4.636 -1.339
H 4.069 3.610 -3.254
H 3.720 5.363 -2.551
H 2.117 4.114 -0.569
H 1.505 4.514 -2.305
H 1.626 2.051 -3.130
H 2.576 1.465 -1.584
H -0.468 0.496 -0.902
H -0.840 2.641 1.138
H -0.550 4.987 -2.861
H -2.959 3.107 -0.725
C 2.527 0.579 -7.242
C 2.244 0.108 -5.841
O 1.471 0.720 -5.106
C 2.945 -1.140 -5.373
H 1.952 1.489 -7.442
H 3.590 0.805 -7.351
H 2.226 -0.189 -7.960
H 4.027 -0.990 -5.399
H 2.662 -1.984 -6.007
H 2.645 -1.360 -4.343
C -4.522 0.989 0.580
C -3.507 0.938 1.690
O -2.573 1.737 1.739
C -3.678 -0.129 2.739
H -4.273 1.808 -0.102
H -4.508 0.051 0.020
H -5.517 1.170 0.995
H -3.626 -1.117 2.275
H -4.635 0.002 3.249
H -2.872 -0.046 3.476
C -6.086 -3.408 4.265
C -4.932 -2.950 5.115
O -3.957 -2.388 4.620
C -5.017 -3.205 6.596
H -5.887 -3.157 3.217
H -6.203 -4.491 4.349
H -7.003 -2.901 4.577
H -5.086 -4.280 6.785
H -5.886 -2.689 7.013
H -4.115 -2.821 7.084
C -4.182 -2.327 11.425
C -3.391 -3.345 10.648
O -3.567 -4.551 10.810
C -2.374 -2.829 9.665
H -4.877 -2.843 12.096
H -3.508 -1.712 12.026
H -4.758 -1.702 10.738
H -1.619 -2.236 10.187
H -2.869 -2.226 8.900
H -1.879 -3.676 9.177
C 6.195 -1.213 -8.978
C 5.913 -1.683 -7.577
O 5.139 -1.072 -6.841
C 6.613 -2.931 -7.109
H 5.621 -0.302 -9.178
H 7.259 -0.986 -9.087
H 5.894 -1.980 -9.696
H 7.696 -2.781 -7.135
H 6.331 -3.775 -7.743
H 6.314 -3.151 -6.079

Values from the calculation:
**Charge**: -1

These are the Mulliken partial charges, in e, on atoms 1 to 8: O -0.50; C -0.45; C -0.50; C -0.08; C -0.23; Al 0.37; O -0.70; P 0.13

=====

The calculated total energy results, record by record, are as follows: -11107.937 -54713.472 eV.
The gap between HOMO and LUMO results, record by record, are as follows: 8.85 4.61 eV.